(1)
Entry from the OMol25 dataset: a 4-piece molecular cluster, C6H23N2O3 overall at a distorted geometry (ωB97M-V/def2-TZVPD).

Bonds (Å) are listed after each position.
Element x y z (Å)
1 H 0.27 0.73 -3.10  C31 1.089
2 C -1.46 -0.90 -0.60  H3 1.094, H10 1.091, H19 1.101, C26 1.536
3 H -1.10 -1.92 -0.74  C2 1.094
4 H -2.42 -0.62 3.78  O20 0.965
5 O 0.83 -1.36 2.87  H9 0.966, H23 0.978
6 H 1.16 -0.86 -0.74  N30 1.051
7 H -0.16 2.49 -1.53  C29 1.091
8 H 0.78 -1.55 -2.17  N30 1.022
9 H 0.90 -1.98 3.60  O5 0.966
10 H -2.51 -0.98 -0.33  C2 1.091
11 H 2.05 -0.45 -2.09  N30 1.021
12 C -2.28 1.13 -1.88  H16 1.087, H18 1.095, C26 1.525, H32 1.090
13 H 2.12 2.50 1.00  C33 1.099
14 H 1.36 -1.77 1.32  O17 0.991
15 H -1.52 -0.66 -2.74  C26 1.089
16 H -2.12 1.78 -2.73  C12 1.087
17 O 1.76 -1.95 0.43  H14 0.991, H22 0.969
18 H -2.21 1.75 -0.97  C12 1.095
19 H -0.89 -0.48 0.24  C2 1.101
20 O -1.78 -0.39 3.10  H4 0.965, H21 0.963
21 H -2.28 -0.41 2.28  O20 0.963
22 H 2.68 -2.20 0.63  O17 0.969
23 H -0.07 -0.99 2.96  O5 0.978
24 H 1.41 1.23 2.03  C33 1.087
25 H 2.38 0.76 0.62  C33 1.090
26 C -1.30 -0.04 -1.87  C2 1.536, C12 1.525, H15 1.089, C31 1.536
27 H 1.55 2.02 -1.53  C29 1.089
28 N 0.48 1.53 0.20  C29 1.454, C33 1.445, H34 1.023
29 C 0.54 1.71 -1.24  H7 1.091, H27 1.089, N28 1.454, C31 1.558
30 N 1.11 -0.66 -1.77  H6 1.051, H8 1.022, H11 1.021, C31 1.502
31 C 0.14 0.45 -2.06  H1 1.089, C26 1.536, C29 1.558, N30 1.502
32 H -3.31 0.77 -1.91  C12 1.090
33 C 1.68 1.50 1.01  H13 1.099, H24 1.087, H25 1.090, N28 1.445
34 H -0.28 2.06 0.63  N28 1.023

As for the spin multiplicity: 2. As for the net charge: +2. As for the expectation value of S²: 0.754. Its HOMO energy (spin up / spin down) is -0.6638 / -0.6638 Ha. Its orbital gap (spin up / spin down) is 0.434 / 0.246 Ha. Its relative energy (zero: lowest compared OMol25 entry of this formula, charge and spin) is 0.00 kJ/mol.

Atomic partial charges in e from the Löwdin method, atoms 1 to 5:
1 H 0.171
2 C -0.035
3 H 0.099
4 H 0.085
5 O -0.054

---

(2)
Entry from the OMol25 dataset: an isolated ion of composition C6H13N and charge +1 at a distorted geometry (ωB97M-V/def2-TZVPD).

Bonds (Å) are listed after each position.
Element x y z (Å)
1 C 0.60 0.42 -0.34  C12 1.546, C16 1.561, H19 1.094, N20 1.465
2 H -0.53 -0.58 -2.50  C6 1.090
3 H -1.47 -1.74 1.00  C8 1.094
4 H 2.24 -0.99 -0.33  C12 1.082
5 H 2.06 -0.02 -1.88  C12 1.089
6 C -1.25 -0.41 -1.70  H2 1.090, H10 1.081, H13 1.091, N20 1.437
7 C -0.33 -0.10 1.87  C8 1.542, H15 1.084, C16 1.527, H18 1.089
8 C -1.24 -0.69 0.77  H3 1.094, C7 1.542, H11 1.093, N20 1.447
9 H 2.68 0.69 -0.37  C12 1.085
10 H -2.13 -1.02 -1.76  C6 1.081
11 H -2.16 -0.11 0.66  C8 1.093
12 C 2.00 -0.04 -0.79  C1 1.546, H4 1.082, H5 1.089, H9 1.085
13 H -1.54 0.65 -1.74  C6 1.091
14 H 1.49 1.04 1.53  C16 1.080
15 H -0.99 0.22 2.67  C7 1.084
16 C 0.49 0.96 1.12  C1 1.561, C7 1.527, H14 1.080, H17 1.085
17 H -0.08 1.88 1.07  C16 1.085
18 H 0.33 -0.92 2.13  C7 1.089
19 H 0.34 1.28 -0.95  C1 1.094
20 N -0.51 -0.52 -0.47  C1 1.465, C6 1.437, C8 1.447

As for the spin multiplicity: 2. As for the net charge: +1. As for the expectation value of S²: 0.754. Its HOMO energy (spin up / spin down) is -0.5762 / -0.5933 Ha. Its orbital gap (spin up / spin down) is 0.475 / 0.331 Ha. Its relative energy (zero: lowest compared OMol25 entry of this formula, charge and spin) is 44.92 kJ/mol.

Atomic partial charges in e from the Löwdin method, atoms 1 to 5:
1 C -0.305
2 H 0.122
3 H 0.154
4 H 0.092
5 H 0.090

---

Please write out number 1 again, unchanged.
Entry from the OMol25 dataset: a 4-piece molecular cluster, C6H23N2O3 overall at a distorted geometry (ωB97M-V/def2-TZVPD).

Bonds (Å) are listed after each position.
Element x y z (Å)
1 H 0.27 0.73 -3.10  C31 1.089
2 C -1.46 -0.90 -0.60  H3 1.094, H10 1.091, H19 1.101, C26 1.536
3 H -1.10 -1.92 -0.74  C2 1.094
4 H -2.42 -0.62 3.78  O20 0.965
5 O 0.83 -1.36 2.87  H9 0.966, H23 0.978
6 H 1.16 -0.86 -0.74  N30 1.051
7 H -0.16 2.49 -1.53  C29 1.091
8 H 0.78 -1.55 -2.17  N30 1.022
9 H 0.90 -1.98 3.60  O5 0.966
10 H -2.51 -0.98 -0.33  C2 1.091
11 H 2.05 -0.45 -2.09  N30 1.021
12 C -2.28 1.13 -1.88  H16 1.087, H18 1.095, C26 1.525, H32 1.090
13 H 2.12 2.50 1.00  C33 1.099
14 H 1.36 -1.77 1.32  O17 0.991
15 H -1.52 -0.66 -2.74  C26 1.089
16 H -2.12 1.78 -2.73  C12 1.087
17 O 1.76 -1.95 0.43  H14 0.991, H22 0.969
18 H -2.21 1.75 -0.97  C12 1.095
19 H -0.89 -0.48 0.24  C2 1.101
20 O -1.78 -0.39 3.10  H4 0.965, H21 0.963
21 H -2.28 -0.41 2.28  O20 0.963
22 H 2.68 -2.20 0.63  O17 0.969
23 H -0.07 -0.99 2.96  O5 0.978
24 H 1.41 1.23 2.03  C33 1.087
25 H 2.38 0.76 0.62  C33 1.090
26 C -1.30 -0.04 -1.87  C2 1.536, C12 1.525, H15 1.089, C31 1.536
27 H 1.55 2.02 -1.53  C29 1.089
28 N 0.48 1.53 0.20  C29 1.454, C33 1.445, H34 1.023
29 C 0.54 1.71 -1.24  H7 1.091, H27 1.089, N28 1.454, C31 1.558
30 N 1.11 -0.66 -1.77  H6 1.051, H8 1.022, H11 1.021, C31 1.502
31 C 0.14 0.45 -2.06  H1 1.089, C26 1.536, C29 1.558, N30 1.502
32 H -3.31 0.77 -1.91  C12 1.090
33 C 1.68 1.50 1.01  H13 1.099, H24 1.087, H25 1.090, N28 1.445
34 H -0.28 2.06 0.63  N28 1.023

As for the spin multiplicity: 2. As for the net charge: +2. As for the expectation value of S²: 0.754. Its HOMO energy (spin up / spin down) is -0.6638 / -0.6638 Ha. Its orbital gap (spin up / spin down) is 0.434 / 0.246 Ha. Its relative energy (zero: lowest compared OMol25 entry of this formula, charge and spin) is 0.00 kJ/mol.

Atomic partial charges in e from the Löwdin method, atoms 1 to 5:
1 H 0.171
2 C -0.035
3 H 0.099
4 H 0.085
5 O -0.054